Formula: C27H25N5O3S
Source: the OMol25 dataset
Level of theory: ωB97M-V/def2-TZVPD

```
61
C27H25N5O3S (ωB97M-V/def2-TZVPD)
S 0.0249 3.1007 -0.5363
H -5.5294 0.7955 -1.8166
C 2.8889 0.7938 1.4189
H -5.8722 0.5220 1.5721
H 2.6883 5.5111 -0.6123
H -1.3307 1.3737 0.7800
C -2.0030 -0.6471 -1.6449
O 1.8055 0.7269 -1.6292
H 5.2913 -0.0235 1.4913
O 5.3759 -2.3391 0.4816
H 3.3784 1.0218 -0.5331
C -4.4027 -0.9365 -1.3212
H -1.3074 1.2583 -2.3850
N 0.8436 0.1390 0.3232
H -3.6150 2.1506 -2.4778
C -4.5436 0.3581 -1.7588
C -1.9647 -1.7134 1.9843
H 4.0422 -3.7443 -2.1353
C 0.4518 -1.2189 -1.7088
N 3.7468 0.7938 0.3854
C -1.2280 -0.6593 1.4573
N -2.6198 -2.6614 -0.8797
H 0.6017 -1.0319 -2.7794
H 0.3852 -1.8607 0.7395
H 3.3818 3.3949 0.7262
N -1.3590 -2.6507 -0.9904
H 0.9012 1.3790 1.9740
N -0.9318 -1.4617 -1.4446
H -5.9506 -1.1703 2.0902
C 4.2608 -1.6768 -1.3240
C 5.0092 0.0862 0.4411
C 2.0429 4.6641 -0.4652
C 0.2433 -0.8696 1.1778
H 0.7944 -0.8633 2.1263
H 5.4247 -4.3745 0.1261
C -5.4340 -0.2239 2.2309
C 1.0820 -0.0238 -0.9878
H 3.7742 -1.0517 -2.0450
H 5.7675 0.6790 -0.0811
H -1.4782 -2.6572 2.1808
H 1.0010 -2.1278 -1.4396
C -1.8724 0.5406 1.2004
H -3.8736 -2.4076 2.6257
C -3.9684 -0.3745 1.9629
H -5.5943 0.0972 3.2607
C 5.0894 -3.4287 -0.2498
C 1.4654 1.2636 1.0395
C -3.1074 -1.4487 -1.2646
C -3.3153 -1.5713 2.2323
C 0.7818 4.5841 -0.9530
C 4.8762 -1.2730 -0.1741
H -3.7087 1.6201 1.2308
O 3.1489 0.4154 2.5406
C -3.2256 0.6794 1.4512
C 4.4013 -3.0859 -1.3712
C -2.1553 0.6579 -2.0952
C -3.4424 1.1398 -2.1398
C 1.4467 2.5612 0.3008
H -5.2448 -1.5416 -1.0290
H 0.2392 5.3013 -1.5358
C 2.4221 3.5097 0.2563
```

- Multiplicity: 1
- SMILES string: Cc1ccc(CN(C(=O)Cn2nnc3ccccc32)[C@@H](C(=O)NCc2ccco2)c2cccs2)cc1
- Kohn-Sham gap: 9.1 eV
- ΔE to the lowest compared entry with this formula, charge and spin: 0.839 eV
- E_LUMO: 0.42 eV
- Total energy: -1941.56960 Ha

=====

Formula: C27H25N5ORuSSi
Source: the OMol25 dataset
Level of theory: ωB97M-V/def2-TZVPD

```
61
C27H25N5ORuSSi (ωB97M-V/def2-TZVPD)
H -1.9320 0.3785 6.2019
O -4.1372 0.6829 -1.3847
C -1.8985 -0.1796 2.8820
C -3.9512 -3.8634 0.4362
N 1.4047 1.1629 3.1920
H -1.0325 -0.4793 -3.0532
C -2.3896 -0.1458 4.1657
H -5.8467 -3.9078 -0.5792
C -1.5824 0.3474 5.1806
C -0.1248 -1.0093 -3.3124
C 1.6828 -1.3802 -4.8596
H 1.7815 0.8441 -2.0645
H -4.9914 -2.7394 -2.5831
C 0.4086 3.1719 -0.2412
C 2.2472 -2.2945 -3.9734
C 2.0274 2.2655 3.7538
H 1.6020 2.7989 4.5800
C 0.1102 0.7116 3.5405
C -2.9993 -2.5574 -1.8196
H -3.3895 -0.5011 4.3701
H 3.8679 3.2894 3.1457
H 3.1666 -2.8049 -4.2304
Ru -0.1917 0.0992 0.3592
H 2.6450 2.8230 -3.2930
H 0.3659 1.1306 5.6158
C 1.6223 -2.5688 -2.7699
C 2.1441 0.7258 2.1381
C -0.3104 0.7771 4.8547
C 4.2945 1.3958 1.1055
N -2.0038 0.6150 -0.3465
C 3.1263 2.5201 3.0311
C -4.3288 -2.9449 -1.7532
H -1.9604 -3.6904 1.1967
C 0.4223 -1.9355 -2.4221
H -2.4848 -0.5505 2.0489
H -4.3156 -4.3820 1.3142
C -3.0847 0.6471 -0.8717
H -2.6372 -2.0550 -2.7077
C 0.4957 -0.7430 -4.5249
H 2.0665 -3.2919 -2.0956
H 0.4796 -3.1330 0.0877
Si -0.3531 -2.2319 -0.7468
H 0.0499 -0.0326 -5.2093
C 1.5408 1.8485 -1.7426
H 0.5519 5.2881 -0.4669
H 3.9453 1.4461 0.0786
H 4.7592 0.4248 1.2737
N 0.7505 1.9512 -0.6701
C -4.8110 -3.6001 -0.6264
N -0.6750 0.2529 2.5605
C 2.0189 2.9561 -2.4219
H 5.0238 2.1819 1.2769
N 3.1857 1.5762 2.0254
S 1.9281 -0.6913 1.2433
C 1.6770 4.2183 -1.9677
H 2.0343 5.1027 -2.4772
C -2.1295 -2.8145 -0.7631
H -0.2596 3.2136 0.6109
C -2.6253 -3.4702 0.3656
C 0.8560 4.3248 -0.8509
H 2.1638 -1.1733 -5.8064
```

- Multiplicity: 6
- Kohn-Sham gap (spin up / spin down): 5.4 / 7.2 eV
- ΔE to the lowest compared entry with this formula, charge and spin: 0.000 eV
- Expectation value of S²: 8.77
- E_LUMO (spin up / spin down): -2.86 / -4.01 eV
- Total charge: +1
- Total energy: -2175.22934 Ha

=====

Formula: C27H26Cl2N2O7RhS2
Source: the OMol25 dataset
Level of theory: ωB97M-V/def2-TZVPD

```
67
C27H26Cl2N2O7RhS2 (ωB97M-V/def2-TZVPD)
H 2.5503 4.8456 2.5016
C 2.0375 2.0437 1.2246
O -2.0672 -2.7434 1.6674
H 5.8046 2.0170 0.8192
H 4.6083 3.0505 0.0090
S 0.3408 2.2003 1.1359
C 5.7876 -0.6078 0.6711
C 6.0925 -1.9360 2.6546
H -2.1220 5.2464 -1.8804
H 4.1977 -0.7155 -0.7903
C -2.8202 1.3941 1.2242
N 2.7551 2.8453 1.9740
C 2.3685 2.2359 6.2425
H -2.6582 1.8720 -4.4369
S 1.8578 -0.3841 -0.0674
C -2.8320 2.3660 -3.4914
C 4.8652 0.0165 -0.3442
C -3.3090 3.6774 -1.0339
C 2.1681 3.8849 2.8506
C -2.5301 4.2565 -2.0391
O -2.2709 0.6133 0.3355
C 5.2562 -1.3825 1.6999
O 0.2217 -3.1838 1.3164
Cl -0.8447 -2.2846 1.1772
O -0.4706 -0.9620 1.9006
C 7.9976 -0.9608 1.5581
C 3.2476 3.0779 6.9134
H -4.0236 0.7897 -2.6553
C 4.2063 2.6600 2.0918
H -4.5705 2.5870 1.4515
H 4.4433 4.8542 6.7999
Rh -0.3487 0.1987 0.3184
C -4.2984 1.6638 0.9471
C -2.2865 3.6148 -3.2365
C 3.4193 4.4624 4.9583
C 2.0150 2.5076 4.9316
Cl -1.2992 4.3889 -4.4371
C 7.4642 -1.7239 2.5845
H -3.1530 5.4945 0.0675
C 4.7463 2.2581 0.7496
H -4.6646 4.6417 0.3399
C 2.5451 3.6209 4.2836
H 4.6381 3.5999 2.4276
C -3.5922 1.7702 -2.5064
H 4.4078 1.8997 2.8503
C -3.5914 4.5060 0.1942
H 9.0658 -0.8035 1.4955
H 5.6781 -2.5447 3.4469
O -2.2452 1.8798 2.1787
H -4.8827 0.8542 1.3862
H 8.1169 -2.1635 3.3265
H 4.1879 -1.5663 1.7450
C 3.7687 4.1920 6.2744
H -3.1769 4.0810 1.1082
H 3.5168 2.8689 7.9399
H 1.9488 1.3763 6.7473
C 2.7480 0.9383 0.4879
N 4.0403 1.0590 0.2982
C 7.1591 -0.4009 0.6029
H 1.3101 1.8641 4.4151
C -3.8241 2.4009 -1.2846
O -4.5995 1.6592 -0.4268
H 7.5784 0.1861 -0.2066
O -0.9463 -1.7656 -0.2123
H 5.4246 0.5012 -1.1462
H 3.8187 5.3398 4.4620
H 1.0904 3.8746 2.7139
```

- Multiplicity: 1
- Kohn-Sham gap: 5.0 eV
- E_LUMO: -5.36 eV
- Total charge: +1
- Total energy: -3507.48060 Ha

=====

Formula: C27H26CoN5O5SSe
Source: the OMol25 dataset
Level of theory: ωB97M-V/def2-TZVPD

```
66
C27H26CoN5O5SSe (ωB97M-V/def2-TZVPD)
N -5.4532 -3.6287 0.2553
O 3.8163 -0.2154 0.6588
C 2.1491 1.4352 1.0936
H 0.7588 -0.0182 4.5287
C -1.4702 -2.5496 0.0007
H -3.2726 0.7721 -5.2598
O 1.8578 -0.4306 -0.3820
N -1.9459 -0.2619 -0.3210
H -2.9206 -0.6804 -4.3011
O -0.0163 1.5032 -1.2077
C 1.2000 -0.0938 -6.6948
N -3.7442 -5.4413 0.3143
H 2.3390 2.2099 0.3468
C -3.8299 -1.8078 -0.0195
C 0.0248 2.6452 -0.6416
H 2.2743 -0.8000 -3.5751
C 0.2039 0.7314 -8.8504
C 0.7837 -0.0861 3.4326
H 2.4862 -2.0591 -4.7938
C 0.0940 0.3775 -7.3908
C -4.7086 -0.7497 -0.1372
H 0.9992 1.4596 -9.0202
H 1.1273 2.0227 3.4166
C -4.2028 0.5340 -0.3513
O -0.1268 -1.0671 2.9823
H -0.9703 2.6478 1.2572
H -1.0263 -0.7455 3.1055
H 2.1610 -0.1510 -7.1979
H 2.7663 1.6573 1.9690
C -2.8255 0.7174 -0.4500
S -5.3698 -5.2598 0.3844
C -0.1251 -0.4530 -4.7320
H -5.7731 -0.9345 -0.0681
H -2.3609 0.8964 -3.7439
C -1.1065 0.5030 -6.7018
Se -0.3453 -1.2730 -3.0248
H 1.8062 -2.6920 -0.0632
Co -0.0121 -0.2531 -0.4629
O 0.0059 3.7340 -1.2063
C 0.5208 -4.4219 0.1229
H 0.5545 3.5518 1.2407
H -1.0449 -5.9087 0.2726
N 0.7199 1.4302 1.4266
C 0.5038 1.2992 2.8642
C -0.7966 -4.8584 0.1881
C 0.0661 2.6280 0.9076
C 2.3488 -0.9839 -4.6487
C 2.6621 0.1378 0.4349
H -2.4267 1.7015 -0.6646
C -1.2321 0.1055 -5.3778
H 0.4409 -0.1581 -9.4376
H 3.2356 -0.4781 -5.0297
C 1.1190 -0.4981 -5.3682
C -2.4285 -1.5401 -0.1027
H -0.7301 1.1488 -9.2255
C -3.2250 -4.2356 0.1935
H -4.8600 1.3852 -0.4571
C -2.5256 0.2849 -4.6343
H 1.3435 -5.1211 0.1681
C -1.8191 -3.9254 0.1318
C -4.2164 -3.1884 0.1510
C 0.7880 -3.0574 -0.0067
H -0.5420 1.5449 3.0769
H 1.7778 -0.4281 3.1383
N -0.1587 -2.1417 -0.0691
H -1.9738 0.9174 -7.2058
```

- Multiplicity: 4
- Kohn-Sham gap (spin up / spin down): 4.7 / 6.2 eV
- ΔE to the lowest compared entry with this formula, charge and spin: 1.221 eV
- Expectation value of S²: 3.79
- E_LUMO (spin up / spin down): 2.06 / 0.49 eV
- Total charge: -1
- Total energy: -5877.00677 Ha

=====

Formula: C27H26IrN5OPS
Source: the OMol25 dataset
Level of theory: ωB97M-V/def2-TZVPD

```
62
C27H26IrN5OPS (ωB97M-V/def2-TZVPD)
H 5.1306 -2.2698 -2.8658
N 1.8365 -1.4149 1.7537
H -4.4360 -2.9481 0.9961
H -4.4498 0.7227 0.7454
H 3.6485 -0.7510 -4.1483
C -1.4576 1.5576 -1.5811
C -2.4882 -2.1034 1.3095
H -3.3145 2.2305 -2.4086
C -0.5489 0.4990 -1.4817
H 2.7317 -2.0891 3.3325
P 0.8796 0.5639 -0.3889
H -0.1480 -1.5501 -2.0415
H 3.6745 -2.2207 1.4860
C 1.6086 2.1967 -0.3332
Ir 0.0206 -0.5423 1.3897
N -2.0636 1.4989 1.5581
C 3.0904 4.5428 -0.4540
H -2.9687 1.9082 1.3680
H -3.8373 0.0615 -3.4686
H 4.7126 -2.6463 -0.4711
C -1.6291 -4.6741 1.7209
C -0.7585 -3.5917 1.7733
H 1.8087 0.4108 -3.0281
H 1.8862 5.0348 -2.1603
H 2.8802 1.6915 1.3460
C 2.6367 2.4275 0.5876
N -1.1709 -2.3405 1.5812
H -1.2374 2.5174 -1.1300
N -1.3499 3.3375 2.7585
H 0.6020 2.9547 -2.0952
C 1.3512 3.1346 -1.3358
H -4.7188 -0.2156 2.2322
S 0.3482 1.3178 2.6717
C -0.8490 -0.7258 -2.0908
C -2.8848 -0.6694 1.2508
C 4.2984 -1.7780 -2.3812
H -2.2454 -1.8219 -3.2886
H 4.1658 3.7728 1.2397
C -4.3122 -0.2483 1.2179
C 2.8484 -1.6829 1.0229
C -2.0317 -0.8820 -2.7975
H -4.9053 -0.9558 0.6445
C -2.6337 1.3966 -2.2955
H -0.6080 3.8487 3.2166
H -3.6611 -5.2645 1.3724
O 1.8362 -1.8030 3.0793
C 2.0876 4.3091 -1.3842
C 2.1577 -0.4957 -1.1096
C 2.9905 -1.3646 -0.3870
C -2.9572 -4.4446 1.4276
H 3.6658 5.4577 -0.5004
N -1.8892 0.1425 1.3415
C -3.3963 -3.1332 1.2195
C -1.1281 2.1206 2.3111
C 3.4736 -0.9252 -3.0951
C 3.3703 3.5975 0.5283
H -1.2550 -5.6706 1.9092
C -2.9241 0.1771 -2.8995
C 2.4213 -0.2774 -2.4578
H 0.2928 -3.7231 1.9912
H -2.2579 3.7803 2.7287
C 4.0609 -1.9878 -1.0319
```

- Multiplicity: 1
- Kohn-Sham gap: 6.7 eV
- ΔE to the lowest compared entry with this formula, charge and spin: 0.759 eV
- E_LUMO: -10.41 eV
- Total charge: +3
- Total energy: -2236.46411 Ha

=====

Formula: C27H26MnN6O2S2Te2
Source: the OMol25 dataset
Level of theory: ωB97M-V/def2-TZVPD

```
66
C27H26MnN6O2S2Te2 (ωB97M-V/def2-TZVPD)
C -2.0371 -2.9142 3.3038
N 0.2809 0.1369 2.3313
C -1.4201 -2.4949 0.6464
C 3.5364 2.9165 -5.9865
H -1.3992 2.0658 2.6464
H -2.6538 0.9918 7.2917
C -2.5662 2.6852 -1.2357
S 1.9326 1.5473 0.7473
H 1.9728 -4.1050 -2.9477
N 1.3933 1.9451 3.2595
N 0.6780 1.8536 4.4019
C 2.6162 2.7132 -4.9762
O 3.1815 -1.2041 0.9318
C -3.3613 1.4138 5.3186
C 2.7161 1.6173 -4.1293
C 3.2404 -3.6836 -0.1841
C 4.6689 0.9095 -5.3411
H 2.8988 -4.6536 -0.5325
C 3.7469 0.7097 -4.3256
C -1.0475 1.3229 5.9371
H -0.2840 1.1709 6.6883
C -1.1651 -1.9078 2.9608
C -4.0832 3.6306 -2.7232
C -2.3777 1.2166 6.2727
C -2.5980 -3.7305 2.3339
C 4.5774 2.0212 -6.1614
C -2.2830 -3.5088 1.0046
C -1.6608 1.8110 3.6640
C -4.7686 3.7893 -1.5637
H 0.2703 -3.6450 -3.1614
O -0.5418 -1.6331 -2.5461
H -1.2261 -2.3258 -0.3971
H -2.1367 2.7850 -3.3284
H 3.8335 -0.1576 -3.6828
H 3.3129 -3.6742 0.9055
C 1.1034 1.1521 2.2537
H -4.4421 3.9635 -3.6824
H -2.7236 -4.1326 0.2374
H -3.7481 1.8679 3.2659
N 2.3401 -1.4050 0.0135
N 0.0228 -0.6335 1.2812
C 2.2877 -2.6033 -0.5949
H 0.7402 -4.7476 -1.8496
H -3.2721 -4.5298 2.6082
C 1.2557 -2.6914 -1.5405
H 1.2571 1.9941 5.2213
H -4.4025 1.3547 5.5924
H -0.9923 -0.7718 -2.4858
H 5.4690 0.1987 -5.5007
H -5.7367 4.2258 -1.4117
N 0.5048 -1.5997 -1.5786
H 1.8078 3.4150 -4.8318
Te -0.7126 2.0914 -0.3151
S -3.8820 3.1686 -0.2180
C -0.6576 1.6336 4.6274
C -0.8257 -1.6737 1.6144
C -2.9897 1.7006 4.0152
H 5.3203 2.1943 -6.9297
H -0.7277 -1.2745 3.7157
C 1.0419 -3.8749 -2.4313
C -2.8327 2.9985 -2.5329
Te 1.0891 1.2958 -2.6907
Mn 1.0595 -0.1556 -0.4052
H -2.2893 -3.0672 4.3433
H 4.2403 -3.4801 -0.5703
H 3.4482 3.7709 -6.6435
```

- Multiplicity: 5
- Kohn-Sham gap (spin up / spin down): 6.0 / 5.0 eV
- ΔE to the lowest compared entry with this formula, charge and spin: 0.403 eV
- Expectation value of S²: 6.12
- E_LUMO (spin up / spin down): 2.24 / 0.87 eV
- Total charge: -1
- Total energy: -4006.73327 Ha

=====

Formula: C27H26N2OP2PdS2
Source: the OMol25 dataset
Level of theory: ωB97M-V/def2-TZVPD

```
61
C27H26N2OP2PdS2 (ωB97M-V/def2-TZVPD)
C 1.4259 -2.7755 -1.0671
H -3.1871 3.7915 0.8054
N 1.9577 0.1231 4.5641
H 2.6568 0.7247 4.9583
C -3.4449 2.8017 0.4577
H -1.4276 -0.6548 -4.6552
H 4.4156 3.6743 -0.5105
C -4.6671 2.5681 -0.1532
H 2.4907 -1.6067 -4.5817
H -1.6134 -4.5613 -2.9374
C 1.6818 -3.7076 -2.0552
H -4.3194 -0.7319 -0.8362
C 1.9379 -0.9993 -2.6120
H -1.6931 -3.5583 -0.6742
H -1.4562 -3.1094 -4.9242
C -0.1496 0.1360 0.6695
H -1.5785 1.9176 1.0745
C 2.4800 3.9997 -1.3640
C -1.6109 -1.5558 -1.4066
C 2.0851 -3.2878 -3.3143
Pd 0.2614 -1.1795 2.3185
P 1.4288 -0.2380 0.0326
C -4.9869 1.2989 -0.6106
C -2.5437 1.7650 0.6051
C 3.4501 3.2411 -0.7307
H 2.3290 -4.0176 -4.0732
H 1.5874 -4.7620 -1.8409
C -4.0842 0.2599 -0.4737
H 1.1301 -3.0854 -0.0649
H 1.0418 1.5289 8.0437
C 2.1885 -1.9358 -3.5970
H 2.0440 0.0583 -2.8113
O -0.1765 -0.6243 4.5126
H 2.3305 0.5530 7.3381
C 3.1842 1.9301 -0.3708
C 0.7272 -0.0025 5.0913
C -1.5415 -0.7347 -2.5246
P -1.5776 -0.7971 0.2550
S -2.0545 -2.1998 1.6230
C -2.8547 0.4988 0.1273
H -5.3738 3.3776 -0.2675
S 2.7568 -0.8257 1.4279
H 3.9260 1.3290 0.1391
H 0.0237 1.6837 -1.5347
H -1.5513 0.3389 -2.3876
C 1.4943 1.2182 7.1079
C -1.5837 -3.4885 -2.8222
C 0.9865 2.1290 -1.3167
H -0.4115 0.3921 6.6963
H 2.0854 -0.2303 3.6064
C -1.6286 -2.9341 -1.5555
N 0.4983 0.5558 6.3013
H -5.9398 1.1255 -1.0888
H 1.8776 2.1123 6.6094
C -1.5014 -2.6721 -3.9370
H 2.6702 5.0384 -1.5997
C 1.2536 3.4334 -1.6827
H 0.5061 4.0115 -2.2081
C 1.9456 1.3760 -0.6486
C -1.4824 -1.2938 -3.7863
C 1.5814 -1.4226 -1.3401
```

- Multiplicity: 1
- Kohn-Sham gap: 6.9 eV
- E_LUMO: -0.55 eV
- Total energy: -2836.23238 Ha